The following is a DFT calculation (wB97M-V/def2-TZVPD) of a molecular structure, C6H10O.

Each line ends with the Mulliken charge.
Element x y z (Å)
C1 -0.162 0.392 0.890  -0.2760
C2 -0.528 -1.017 0.604  -0.5207
H1 -0.456 -1.667 1.474  0.1434
H2 1.711 -1.019 0.388  0.2828
H3 -1.347 -1.283 -0.056  0.1151
C3 -0.347 1.281 -0.356  -0.1797
C4 -1.232 0.804 -1.533  -0.5791
H4 1.353 -1.894 2.557  0.0256
C5 0.727 0.471 -1.074  0.0585
C6 0.799 -0.510 0.101  -0.2925
H5 -1.630 1.609 -2.158  0.2727
H6 -0.044 0.779 1.898  0.3439
H7 1.895 -1.450 2.311  -0.0017
H8 -2.034 0.095 -1.304  0.2115
H9 -0.274 2.357 -0.203  0.4338
H10 1.692 0.904 -1.359  0.4111
O1 -0.122 0.147 -2.178  -0.4486

Calculated values
ΔE to the lowest compared entry with this formula, charge and spin, kcal/mol: 86.0
LUMO, Ha: 0.044
Kohn-Sham gap, eV: 10.6

The following is a DFT calculation (wB97M-V/def2-TZVPD) of a molecular structure, C58H66ClN3O4SeSr.

Each line ends with the Mulliken charge.
Element x y z (Å)
C1 -0.712 4.307 -1.386  1.1004
C2 4.132 4.671 0.304  -0.4227
H1 -0.356 -2.327 -7.101  0.3568
C3 -1.761 -0.543 1.595  0.1121
O1 -1.491 0.009 0.474  0.6888
C4 2.927 2.771 -2.759  1.4925
C5 3.307 4.113 1.271  -1.3848
C6 -2.720 -2.453 5.452  1.9831
N1 -0.711 3.183 -2.094  0.3999
H2 5.094 -4.734 3.228  0.3485
H3 2.654 1.469 -6.378  0.4480
H4 -0.936 1.786 2.271  -0.2413
C7 -3.761 -1.613 6.205  -1.6855
H5 -3.051 -1.070 -0.819  0.0223
C8 -1.064 -1.372 3.815  -0.1394
C9 -3.339 -1.525 3.174  -0.1492
C10 -2.145 4.934 2.054  0.3187
H6 -2.867 5.736 3.897  0.3400
H7 -3.917 -2.482 -0.195  0.2941
H8 0.754 8.735 -3.428  0.2900
N2 2.278 2.750 -0.412  1.2460
H9 -5.887 -0.629 2.406  0.3913
H10 4.368 -5.086 -1.479  0.3929
H11 -1.056 -1.673 6.623  0.3796
C11 1.442 -3.551 -2.475  -1.5181
H12 1.647 -4.646 4.689  0.3509
C12 2.072 1.672 -2.990  0.1199
H13 -3.588 -4.342 6.106  0.4680
H14 -5.174 1.011 -0.047  0.5200
C13 2.401 3.157 0.850  -0.4800
H15 -0.423 2.314 -3.933  0.4467
H16 2.748 -5.794 -1.633  0.3962
H17 1.741 2.679 1.565  0.3733
H18 0.756 -4.321 -2.111  0.3490
C14 -0.792 -1.458 -6.619  -0.6604
H19 4.675 4.670 -1.751  0.3244
H20 -0.740 -3.249 5.889  0.1904
C15 3.731 -2.546 -2.266  -1.6294
H21 -4.662 -1.472 5.606  0.3000
H22 4.868 5.422 0.571  0.3815
H23 -3.930 6.023 2.517  0.2754
C16 -0.396 3.248 -3.387  -0.5747
O2 1.639 -1.197 -0.647  -0.3350
H24 3.287 -4.005 4.847  0.3738
H25 -4.048 -2.098 7.144  0.4489
C17 3.075 3.273 -1.362  0.2239
H26 -1.821 0.714 -2.665  0.6036
H27 2.965 -5.708 5.202  0.4517
H28 -1.417 7.253 2.649  0.3350
H29 4.699 -2.605 -1.758  0.3406
H30 -1.162 -1.026 -2.541  0.3043
H31 1.944 -2.702 3.568  0.2318
H32 4.073 3.461 -5.889  0.3331
H33 3.549 -5.099 -3.045  0.5004
H34 0.257 4.415 -5.052  0.4905
C18 3.629 3.416 -3.792  -0.9106
H35 -2.255 1.496 -7.381  0.3609
C19 -1.173 2.760 1.860  -0.5610
C20 -1.506 -2.634 6.364  -2.0100
C21 2.771 -3.608 -1.705  2.7908
H36 -6.364 -0.946 0.736  0.4829
C22 -0.031 4.431 -4.008  -1.2012
C23 -4.246 -0.668 0.960  2.5120
H37 -0.256 7.112 -4.732  0.2975
H38 -2.583 -4.464 4.647  0.3458
C24 0.439 6.877 -3.917  -0.6591
C25 -5.599 -1.150 1.488  -2.5584
H39 1.620 -3.725 -3.541  0.5289
C26 -1.849 0.691 -6.778  -0.8542
C27 -3.980 -1.403 -0.363  -1.5020
H40 3.893 -2.717 -3.335  0.4760
C28 -4.374 0.838 0.680  -1.3988
H41 -2.108 3.482 3.648  0.4403
H42 -3.444 1.226 0.272  -0.1910
H43 -1.811 -3.127 7.291  0.4735
H44 -5.599 -2.224 1.687  0.4123
C29 2.032 1.239 -4.333  -0.7100
H45 -0.443 -2.213 -4.664  0.3612
N3 -0.803 2.974 0.603  1.3648
H46 0.970 -2.579 -2.359  0.1409
C30 -1.282 -0.412 -7.400  0.3442
C31 -1.392 -0.164 -3.160  -1.0898
O3 -2.378 7.304 2.618  -0.5300
C32 -3.103 -0.930 1.948  -0.5515
C33 3.396 -4.981 -1.969  -2.6242
C34 2.167 -6.512 2.760  -1.6184
C35 -2.885 5.991 2.832  -0.6173
H47 2.416 -7.333 3.441  0.4664
Cl1 -1.207 -0.504 -9.161  -0.3350
H48 -4.201 -3.774 4.545  0.2920
Se1 1.063 -0.280 2.253  0.3262
C36 -1.837 3.709 2.625  -1.4476
H49 3.324 -1.546 -2.133  0.0346
C37 2.704 -4.876 4.542  -2.2345
C38 4.019 4.251 -1.004  -1.1620
C39 -0.768 -0.782 2.591  -0.0116
H50 1.430 6.720 -4.357  0.3183
C40 -1.771 5.154 0.734  -0.3649
C41 4.484 -5.605 2.978  -1.7067
H51 -4.798 -1.214 -1.065  0.4981
C42 2.992 -5.260 3.090  2.3907
H52 -4.615 1.384 1.599  0.3072
H53 -2.400 1.622 -4.947  0.4623
C43 2.736 1.846 -5.362  -0.8305
H54 4.743 -5.911 1.963  0.3060
H55 -0.340 6.432 -1.313  0.6223
C44 -1.100 4.150 0.046  -0.8830
C45 -3.311 -3.843 5.172  -1.6365
C46 -1.393 -0.264 -4.543  -0.1899
C47 2.530 -3.360 -0.214  -0.3928
C48 -2.350 -1.773 4.136  -0.8287
C49 -0.849 -1.394 -5.247  -0.3777
C50 -1.916 0.763 -5.401  -0.2304
H56 -0.246 -1.516 4.510  0.3899
H57 3.365 4.396 2.313  0.4671
H58 -2.023 6.085 0.244  0.6976
C51 3.532 2.959 -5.093  -0.8110
C52 2.639 -4.134 2.120  -0.8463
C53 -0.368 5.542 -1.925  -0.8296
H59 -4.354 -1.820 3.411  0.4198
C54 1.959 -2.102 0.198  0.4942
C55 2.835 -4.309 0.741  -0.2536
H60 2.352 -6.848 1.739  0.3047
H61 -3.356 -0.625 6.435  0.3559
Sr1 0.363 0.826 -0.969  1.2497
H62 3.253 -5.253 0.409  0.3223
C56 1.787 -1.933 1.597  -0.7010
C57 0.000 5.599 -3.261  0.3884
H63 4.248 4.288 -3.610  0.1993
C58 2.118 -2.917 2.521  -0.1034
H64 4.747 -6.422 3.658  0.4535
O4 0.470 7.940 -2.972  -0.5180
H65 1.382 0.404 -4.591  0.3438
H66 1.100 -6.296 2.849  0.3219

Calculated values
ΔE to the lowest compared entry with this formula, charge and spin, kcal/mol: 11.5
Charge: -2
LUMO, Ha: 0.124
Kohn-Sham gap, eV: 4.0

The following is a DFT calculation (wB97M-V/def2-TZVPD) of a molecular structure, C17H33NO5 at a distorted geometry.

Each line ends with the Mulliken charge.
Element x y z (Å)
O1 -4.369 22.405 -18.790  -0.6173
C1 -4.726 20.700 -16.974  0.6146
H1 -4.075 17.347 -16.855  0.1806
H2 -5.705 21.123 -16.747  0.1596
H3 -5.749 17.538 -17.044  0.5922
H4 -3.969 23.112 -16.668  0.0710
H5 -4.418 21.027 -17.967  0.0171
C2 -2.226 19.271 -18.132  -1.4027
H6 -5.313 23.793 -18.660  0.1711
H7 -5.566 21.718 -21.420  0.4573
C3 -3.477 22.910 -17.619  0.5407
C4 -1.014 20.282 -16.058  -1.7431
H8 -5.434 24.747 -15.082  0.5846
H9 -5.163 16.288 -15.978  0.4101
H10 -6.769 20.449 -19.272  0.3079
H11 -4.077 21.094 -16.192  1.1561
C5 -5.597 23.294 -16.610  1.2671
H12 -4.906 23.328 -21.148  0.3570
C6 -4.990 16.762 -16.945  -1.5914
H13 0.016 22.934 -17.526  0.3401
C7 -4.836 15.808 -18.142  0.7821
C8 -5.645 22.608 -20.796  -1.8855
H14 -2.816 18.382 -17.907  0.0497
H15 -6.913 23.573 -18.208  0.4745
H16 -4.385 23.408 -14.800  0.3658
H17 -3.906 24.589 -16.067  0.4201
O2 -6.031 22.175 -16.365  -0.5166
H18 -1.000 21.940 -16.483  -0.1026
H19 -5.604 13.977 -18.960  0.3560
H20 -0.801 19.422 -15.422  0.4062
H21 -0.071 20.496 -16.561  0.4362
H22 -6.707 14.809 -17.746  0.3588
H23 -1.042 21.703 -18.264  0.3933
H24 -1.132 21.143 -15.400  0.4444
H25 -1.243 18.874 -18.384  0.4925
C9 -6.002 14.914 -18.571  -1.1039
O3 -3.100 21.015 -16.780  -0.4530
C10 -2.184 20.199 -16.937  1.3297
C11 -4.667 19.260 -17.051  -2.6089
H26 -6.627 23.067 -20.912  0.3578
O4 -3.753 15.710 -18.771  -0.5815
H27 -2.608 19.797 -19.007  0.3007
C12 -5.993 24.029 -17.841  -1.2925
H28 -3.470 21.842 -17.837  0.2449
H29 -7.423 21.811 -18.423  0.3039
C13 -0.947 22.428 -17.456  -1.0853
O5 -1.859 24.671 -17.838  -0.7144
N1 -4.635 18.107 -17.146  1.0415
H30 -6.040 25.109 -17.705  0.4064
H31 -6.103 20.919 -17.711  0.6155
H32 -6.432 15.509 -19.376  0.2599
C14 -2.064 23.445 -17.686  0.0982
C15 -5.413 22.148 -19.356  1.2830
C16 -6.487 21.303 -18.656  -1.2482
H33 -4.018 23.486 -18.369  0.2666
C17 -4.738 24.076 -15.586  -1.7677

Calculated values
ΔE to the lowest compared entry with this formula, charge and spin, kcal/mol: 930.2
LUMO, Ha: 0.009
Kohn-Sham gap, eV: 4.9

What is the LUMO in the second record? 0.124 Ha

Which formula does entry 2 have? C58H66ClN3O4SeSr

Which of these has the highest Kohn-Sham gap? C6H10O

What did the first record say?
The following is a DFT calculation (wB97M-V/def2-TZVPD) of a molecular structure, C6H10O.

Each line ends with the Mulliken charge.
Element x y z (Å)
C1 -0.162 0.392 0.890  -0.2760
C2 -0.528 -1.017 0.604  -0.5207
H1 -0.456 -1.667 1.474  0.1434
H2 1.711 -1.019 0.388  0.2828
H3 -1.347 -1.283 -0.056  0.1151
C3 -0.347 1.281 -0.356  -0.1797
C4 -1.232 0.804 -1.533  -0.5791
H4 1.353 -1.894 2.557  0.0256
C5 0.727 0.471 -1.074  0.0585
C6 0.799 -0.510 0.101  -0.2925
H5 -1.630 1.609 -2.158  0.2727
H6 -0.044 0.779 1.898  0.3439
H7 1.895 -1.450 2.311  -0.0017
H8 -2.034 0.095 -1.304  0.2115
H9 -0.274 2.357 -0.203  0.4338
H10 1.692 0.904 -1.359  0.4111
O1 -0.122 0.147 -2.178  -0.4486

Calculated values
ΔE to the lowest compared entry with this formula, charge and spin, kcal/mol: 86.0
LUMO, Ha: 0.044
Kohn-Sham gap, eV: 10.6